#1
Here is C4H8N2 in the gas phase from the OMol25 dataset. Energies are from the ωB97M-V functional and the def2-TZVPD basis.

Calculated values
molar mass: 84.12 g/mol
LUMO energy (alpha / beta): 0.20 / 0.20 eV
E_HOMO (alpha / beta): -7.51 / -7.50 eV
SMILES string: [H]/N=C\C(C)=C/N
spin multiplicity: 1
HOMO-LUMO gap (alpha / beta): 7.708 / 7.706 eV

CARTESIAN COORDINATES (ANGSTROEM)
H (2.70, -0.12, 1.14)
N (2.06, 0.63, 1.36)
C (0.92, 0.53, 0.82)
C (0.21, -0.11, -0.19)
C (0.73, -1.09, -1.19)
C (-1.16, 0.01, 0.23)
N (-1.92, 1.12, 0.00)
H (-0.09, 0.81, 1.49)
H (0.61, -2.11, -0.83)
H (0.19, -1.02, -2.14)
H (1.79, -0.93, -1.40)
H (-1.77, -0.89, 0.28)
H (-2.84, 1.16, 0.42)
H (-1.43, 2.00, 0.00)

=====

#2
Here is C4H8N2 in the gas phase from the OMol25 dataset. Energies are from the ωB97M-V functional and the def2-TZVPD basis.

Calculated values
molar mass: 84.12 g/mol
LUMO energy: 1.07 eV
E_HOMO: -9.24 eV
SMILES string: C1N[C@H]1[C@H]1CN1
spin multiplicity: 1
HOMO-LUMO gap: 10.315 eV

CARTESIAN COORDINATES (ANGSTROEM)
C (1.90, -0.12, -0.05)
N (1.10, -1.30, 0.27)
C (0.62, -0.38, -0.75)
C (-0.58, 0.47, -0.47)
C (-1.75, -0.09, 0.24)
N (-0.83, 0.82, 0.92)
H (2.85, -0.32, -0.55)
H (1.90, 0.70, 0.67)
H (0.59, -1.11, 1.14)
H (0.65, -0.79, -1.76)
H (-0.78, 1.25, -1.21)
H (-1.69, -1.12, 0.59)
H (-2.75, 0.25, -0.01)
H (-1.23, 1.75, 0.99)

=====

#3
Here is C4H8N2 in the gas phase from the OMol25 dataset. Energies are from the ωB97M-V functional and the def2-TZVPD basis.

Calculated values
molar mass: 84.12 g/mol
LUMO energy: 0.87 eV
E_HOMO: -9.14 eV
SMILES string: CN(C)CC#N
spin multiplicity: 1
HOMO-LUMO gap: 10.017 eV

CARTESIAN COORDINATES (ANGSTROEM)
C (-0.43, 1.22, 0.43)
N (-0.47, 0.01, -0.42)
C (-1.10, -1.08, 0.32)
C (0.85, -0.45, -0.98)
C (1.94, 0.17, -0.22)
N (2.55, 0.85, 0.48)
H (-1.14, 1.99, 0.10)
H (0.56, 1.67, 0.43)
H (-0.64, 0.98, 1.48)
H (-0.45, -1.43, 1.15)
H (-1.30, -1.91, -0.35)
H (-2.05, -0.75, 0.75)
H (0.98, -0.20, -2.04)
H (0.93, -1.54, -0.91)

=====

Which is most stable? The ranking, best first, is #3, #2, #1.

=====

#1
Here is C4H8N2 in the gas phase from the OMol25 dataset. Energies are from the ωB97M-V functional and the def2-TZVPD basis.

Calculated values
molar mass: 84.12 g/mol
LUMO energy: 1.06 eV
E_HOMO: -7.54 eV
SMILES string: C=CN(N)C=C
spin multiplicity: 1
HOMO-LUMO gap: 8.598 eV

CARTESIAN COORDINATES (ANGSTROEM)
C (-2.21, -0.91, 0.07)
C (-1.49, 0.21, 0.01)
N (-0.16, 0.38, -0.10)
N (0.47, 1.61, -0.01)
C (1.12, -0.88, -0.12)
C (2.36, -0.53, 0.08)
H (-3.28, -0.86, 0.13)
H (-1.76, -1.89, 0.07)
H (-2.01, 1.17, 0.03)
H (0.44, 2.12, -0.90)
H (0.09, 2.20, 0.73)
H (0.65, -1.82, -0.30)
H (3.12, -1.29, 0.06)
H (2.64, 0.49, 0.26)

=====

#2
Here is a molecular structure, C4H8N2 from the OMol25 dataset. Energies are from the ωB97M-V functional and the def2-TZVPD basis.

Calculated values
molar mass: 84.12 g/mol
LUMO energy: 1.09 eV
E_HOMO: -8.41 eV
spin multiplicity: 1
HOMO-LUMO gap: 9.503 eV

CARTESIAN COORDINATES (ANGSTROEM)
C (-0.70, 1.07, 1.01)
N (0.65, 1.47, 0.52)
C (0.11, 1.34, -0.79)
C (-1.14, 1.05, -0.43)
C (0.62, -1.97, -0.70)
N (0.98, -1.73, 0.49)
H (-1.15, 1.83, 1.66)
H (-0.69, 0.09, 1.52)
H (1.37, 0.77, 0.74)
H (0.66, 1.52, -1.72)
H (-2.10, 0.98, -0.93)
H (1.14, -1.45, -1.52)
H (-0.16, -2.68, -1.00)
H (0.41, -2.29, 1.14)

=====

Which is most stable? The ranking, best first, is #2, #1.

=====

#1
Here is C4H8N2 in the gas phase from the OMol25 dataset. Energies are from the ωB97M-V functional and the def2-TZVPD basis.

Calculated values
molar mass: 84.12 g/mol
LUMO energy: 0.98 eV
E_HOMO: -7.92 eV
SMILES string: CCN=C=CN
spin multiplicity: 1
HOMO-LUMO gap: 8.908 eV

CARTESIAN COORDINATES (ANGSTROEM)
C (0.46, -0.14, -1.63)
C (0.11, -1.48, -1.00)
N (-0.07, -1.48, 0.46)
C (0.07, -0.41, 1.06)
C (0.19, 0.77, 1.63)
N (-0.85, 1.74, 1.65)
H (0.54, -0.24, -2.71)
H (1.42, 0.24, -1.25)
H (-0.30, 0.62, -1.41)
H (-0.83, -1.87, -1.42)
H (0.88, -2.23, -1.22)
H (1.15, 1.08, 2.02)
H (-1.69, 1.38, 1.22)
H (-1.08, 2.02, 2.60)

=====

#2
Here is a molecular structure, C4H8N2 from the OMol25 dataset. Energies are from the ωB97M-V functional and the def2-TZVPD basis.

Calculated values
molar mass: 84.12 g/mol
LUMO energy: 0.93 eV
E_HOMO: -8.71 eV
spin multiplicity: 1
HOMO-LUMO gap: 9.644 eV

CARTESIAN COORDINATES (ANGSTROEM)
C (-0.71, 0.99, -0.42)
C (0.14, -0.25, -0.09)
C (1.60, 0.00, 0.05)
N (-0.22, -1.42, -0.84)
C (-0.71, 0.16, 0.98)
N (-1.50, 0.31, 1.95)
H (-1.76, 1.06, 1.25)
H (-1.47, 0.82, -1.19)
H (-0.15, 1.91, -0.62)
H (2.00, 0.12, -0.96)
H (2.08, -0.86, 0.53)
H (1.81, 0.89, 0.64)
H (0.12, -2.24, -0.36)
H (-1.23, -1.50, -0.92)

=====

#3
Here is 2 unconnected molecules or ions with the total composition C4H8N2 from the OMol25 dataset. Energies are from the ωB97M-V functional and the def2-TZVPD basis.

Calculated values
molar mass: 84.12 g/mol
LUMO energy (alpha / beta): -0.48 / -0.41 eV
E_HOMO (alpha / beta): -8.83 / -8.21 eV
spin multiplicity: 1
HOMO-LUMO gap (alpha / beta): 8.354 / 7.798 eV

CARTESIAN COORDINATES (ANGSTROEM)
C (0.89, 0.73, 0.81)
C (-0.70, -0.10, 0.42)
N (1.09, -0.72, -1.14)
C (-1.38, 0.85, -0.50)
C (-1.12, -0.28, -1.07)
N (-0.94, -0.78, 1.51)
H (-1.39, -1.67, 1.28)
H (1.99, -0.24, -1.24)
H (1.27, -1.52, -0.52)
H (-1.70, 1.88, -0.52)
H (-1.32, -0.90, -1.93)
H (0.42, 1.20, 1.67)
H (1.70, 0.08, 1.13)
H (1.19, 1.48, 0.09)

=====

Which is most stable? The ranking, best first, is #1, #2, #3.

=====

#1
Here is C4H8N2 in the gas phase from the OMol25 dataset. Energies are from the ωB97M-V functional and the def2-TZVPD basis.

Calculated values
molar mass: 84.12 g/mol
LUMO energy: 1.08 eV
E_HOMO: -9.73 eV
SMILES string: [H]/N=C\C[C@H]1CN1
spin multiplicity: 1
HOMO-LUMO gap: 10.809 eV

CARTESIAN COORDINATES (ANGSTROEM)
H (-1.43, 0.82, 1.91)
N (-1.98, 0.00, 1.62)
C (-1.72, -0.33, 0.42)
C (-0.74, 0.36, -0.48)
C (0.56, -0.41, -0.69)
C (1.86, 0.24, -0.43)
N (1.40, -0.84, 0.43)
H (-2.27, -1.17, 0.01)
H (-1.18, 0.52, -1.47)
H (-0.68, 1.33, 0.02)
H (0.54, -1.15, -1.49)
H (2.72, 0.00, -1.04)
H (1.81, 1.26, -0.05)
H (1.03, -0.48, 1.30)

=====

#2
Here is 2 unconnected molecules or ions with the total composition C4H8N2 from the OMol25 dataset. Energies are from the ωB97M-V functional and the def2-TZVPD basis.

Calculated values
molar mass: 84.12 g/mol
LUMO energy: 0.99 eV
E_HOMO: -8.75 eV
SMILES string: C=C=N.C=NC
spin multiplicity: 1
HOMO-LUMO gap: 9.740 eV

CARTESIAN COORDINATES (ANGSTROEM)
C (-1.83, 0.12, -2.09)
C (-0.83, -0.69, -1.87)
N (0.10, -1.48, -1.69)
H (-1.74, 0.89, -2.85)
H (-2.75, 0.03, -1.53)
H (0.74, -1.12, -0.98)
C (1.78, -0.56, 1.51)
N (1.06, 0.06, 0.68)
C (0.03, 0.94, 1.19)
H (2.55, -1.24, 1.13)
H (1.68, -0.46, 2.60)
H (-0.95, 0.47, 1.02)
H (0.03, 1.88, 0.62)
H (0.14, 1.16, 2.26)

=====

#3
Here is C4H8N2 in the gas phase from the OMol25 dataset. Energies are from the ωB97M-V functional and the def2-TZVPD basis.

Calculated values
molar mass: 84.12 g/mol
LUMO energy (alpha / beta): 0.23 / 0.03 eV
E_HOMO (alpha / beta): -7.77 / -6.56 eV
spin multiplicity: 1
HOMO-LUMO gap (alpha / beta): 8.004 / 6.587 eV

CARTESIAN COORDINATES (ANGSTROEM)
C (0.44, -1.16, -0.71)
N (-0.10, 0.14, -0.36)
C (0.34, 1.30, -1.13)
C (-0.78, 0.29, 0.75)
C (-0.67, -0.57, 1.96)
N (-0.10, -1.68, 2.07)
H (1.26, -1.04, -1.42)
H (-0.35, -1.78, -1.16)
H (0.73, -1.66, 0.23)
H (1.39, 1.51, -0.88)
H (-0.26, 2.17, -0.87)
H (0.26, 1.10, -2.20)
H (-1.17, 1.30, 0.91)
H (-1.00, 0.09, 2.81)

=====

#4
Here is C4H8N2 in the gas phase from the OMol25 dataset. Energies are from the ωB97M-V functional and the def2-TZVPD basis.

Calculated values
molar mass: 84.12 g/mol
LUMO energy: 0.99 eV
E_HOMO: -8.39 eV
SMILES string: C=NC/N=C/C
spin multiplicity: 1
HOMO-LUMO gap: 9.378 eV

CARTESIAN COORDINATES (ANGSTROEM)
C (-2.40, 0.89, -0.88)
N (-1.80, -0.20, -0.83)
C (-1.07, -0.79, 0.57)
N (0.27, -0.81, 0.30)
C (1.14, -0.02, -0.14)
C (2.54, -0.09, 0.38)
H (-2.98, 1.32, -0.05)
H (-2.52, 1.39, -1.84)
H (-1.49, -1.79, 0.52)
H (-1.31, -0.20, 1.47)
H (0.95, 0.60, -1.02)
H (2.86, 0.90, 0.73)
H (2.60, -0.79, 1.20)
H (3.22, -0.40, -0.41)

=====

Which is most stable? The ranking, best first, is #1, #2, #4, #3.

=====

#1
Here is C4H8N2 in the gas phase from the OMol25 dataset. Energies are from the ωB97M-V functional and the def2-TZVPD basis.

Calculated values
molar mass: 84.12 g/mol
LUMO energy: 1.09 eV
E_HOMO: -8.83 eV
SMILES string: C[C@@]12C[C@@H]1NN2
spin multiplicity: 1
HOMO-LUMO gap: 9.915 eV

CARTESIAN COORDINATES (ANGSTROEM)
C (0.83, -1.31, 0.13)
C (-0.05, -0.19, -0.16)
C (-0.80, 0.47, 0.95)
C (0.04, 1.32, 0.09)
N (-0.57, 1.60, -1.31)
N (-0.69, -0.02, -1.53)
H (1.97, -1.13, -0.07)
H (0.57, -2.27, -0.46)
H (0.78, -1.65, 1.20)
H (-0.42, 0.41, 1.96)
H (-1.84, 0.85, 0.90)
H (0.82, 1.98, 0.45)
H (-1.50, 1.83, -1.14)
H (-0.06, -0.17, -2.23)

=====

#2
Here is 2 unconnected molecules or ions with the total composition C4H8N2 from the OMol25 dataset. Energies are from the ωB97M-V functional and the def2-TZVPD basis.

Calculated values
molar mass: 84.12 g/mol
LUMO energy: 0.94 eV
E_HOMO: -9.34 eV
SMILES string: C1=NN1.C=CC
spin multiplicity: 1
HOMO-LUMO gap: 10.288 eV

CARTESIAN COORDINATES (ANGSTROEM)
C (1.61, -1.08, 2.06)
N (2.63, -0.78, 1.42)
N (1.82, 0.27, 2.23)
H (0.93, -1.85, 2.35)
H (1.26, 0.86, 1.60)
C (-1.28, 1.14, -0.06)
C (-0.50, 0.63, -1.00)
C (-0.87, -0.53, -1.86)
H (-2.26, 0.75, 0.15)
H (-0.97, 1.98, 0.54)
H (0.48, 1.05, -1.18)
H (-1.92, -0.79, -1.73)
H (-0.26, -1.39, -1.60)
H (-0.69, -0.29, -2.91)

=====

Which is most stable? The ranking, best first, is #1, #2.

=====

#1
Here is 2 unconnected molecules or ions with the total composition C4H8N2 from the OMol25 dataset. Energies are from the ωB97M-V functional and the def2-TZVPD basis.

Calculated values
molar mass: 84.12 g/mol
LUMO energy: 1.17 eV
E_HOMO: -9.28 eV
SMILES string: C=C(C)C.N#N
spin multiplicity: 1
HOMO-LUMO gap: 10.450 eV

CARTESIAN COORDINATES (ANGSTROEM)
C (0.10, -1.20, 0.64)
C (-0.64, -0.25, 0.14)
C (0.06, 1.13, 0.04)
C (-1.94, -0.34, -0.52)
H (1.04, -1.00, 1.00)
H (-0.24, -2.10, 0.90)
H (0.22, 1.84, 0.96)
H (1.04, 0.98, -0.42)
H (-0.34, 1.81, -0.78)
H (-2.38, -1.38, -0.66)
H (-1.96, 0.25, -1.42)
H (-2.82, 0.06, 0.22)
N (4.29, 0.20, 0.35)
N (3.56, 0.00, -0.46)

=====

#2
Here is C4H8N2 in the gas phase from the OMol25 dataset. Energies are from the ωB97M-V functional and the def2-TZVPD basis.

Calculated values
molar mass: 84.12 g/mol
LUMO energy: 0.88 eV
E_HOMO: -9.07 eV
SMILES string: CN(C)CC#N
spin multiplicity: 1
HOMO-LUMO gap: 9.948 eV

CARTESIAN COORDINATES (ANGSTROEM)
C (-0.45, 1.26, 0.43)
N (-0.49, 0.03, -0.38)
C (-1.08, -1.08, 0.35)
C (0.79, -0.38, -1.01)
C (1.93, 0.24, -0.31)
N (2.59, 0.91, 0.37)
H (-0.89, 2.12, -0.08)
H (0.57, 1.52, 0.71)
H (-0.98, 1.10, 1.38)
H (-0.47, -1.40, 1.21)
H (-1.21, -1.93, -0.33)
H (-2.08, -0.81, 0.72)
H (0.85, -0.10, -2.08)
H (0.91, -1.47, -0.97)

=====

#3
Here is a molecular structure, C4H8N2 from the OMol25 dataset. Energies are from the ωB97M-V functional and the def2-TZVPD basis.

Calculated values
molar mass: 84.12 g/mol
LUMO energy: 1.09 eV
E_HOMO: -8.38 eV
spin multiplicity: 1
HOMO-LUMO gap: 9.474 eV

CARTESIAN COORDINATES (ANGSTROEM)
C (1.55, 0.50, -0.11)
N (1.37, -0.93, 0.26)
C (0.64, -1.06, -0.95)
C (0.81, 0.20, -1.39)
C (-2.11, 0.11, 0.59)
N (-1.30, 0.26, 1.55)
H (2.61, 0.78, -0.20)
H (1.05, 1.18, 0.59)
H (0.81, -1.05, 1.11)
H (0.18, -1.97, -1.32)
H (0.65, 0.73, -2.31)
H (-2.22, -0.88, 0.14)
H (-2.75, 0.89, 0.16)
H (-1.31, 1.24, 1.86)

=====

#4
Here is C4H8N2 in the gas phase from the OMol25 dataset. Energies are from the ωB97M-V functional and the def2-TZVPD basis.

Calculated values
molar mass: 84.12 g/mol
LUMO energy (alpha / beta): 0.97 / -0.34 eV
E_HOMO (alpha / beta): -8.79 / -7.48 eV
spin multiplicity: 1
HOMO-LUMO gap (alpha / beta): 9.762 / 7.134 eV

CARTESIAN COORDINATES (ANGSTROEM)
C (-1.31, 0.22, 1.60)
C (-1.34, 0.53, 0.34)
C (-0.19, -0.46, -1.58)
C (-0.15, 0.84, -0.67)
N (1.64, 0.48, 0.74)
N (1.16, 1.24, -0.22)
H (-0.33, 0.17, 2.06)
H (-2.21, 0.12, 1.99)
H (-1.14, -0.39, -2.07)
H (-0.38, -1.22, -0.91)
H (0.64, -0.42, -2.14)
H (2.51, 0.84, 1.11)
H (-0.56, 1.50, -1.36)
H (1.09, -0.28, 1.02)

=====

Which is most stable? The ranking, best first, is #1, #2, #3, #4.